C20H22I3NO8 | ωB97M-V/def2-TZVPD

- total charge = 0
- HOMO-LUMO gap (Eh) = 0.29618

```
54
Properties=species:S:1:pos:R:3:forces:R:3
I -1.7608 3.2280 3.1174 -0.31 -1.03 -1.83
I -5.2815 2.7389 3.3565 0.75 -0.86 -1.79
I 5.6821 0.9161 -0.1838 -1.31 -0.10 -0.71
O -1.6412 -1.2293 -2.1905 -5.11 4.91 4.53
O -3.3354 -5.1043 -3.4989 -0.08 -0.33 -0.51
O -2.4656 2.0995 -1.1002 4.52 2.38 -1.64
O 2.8840 2.5839 1.1099 -1.26 1.98 -1.81
O -0.5475 2.1972 0.2297 -0.03 -2.69 0.44
O -0.1210 -0.5946 3.2242 5.90 2.49 -6.00
O 0.8399 1.2060 1.9536 -0.68 -3.90 -1.78
O 3.3750 -0.7198 -1.4805 2.56 8.17 2.67
N -0.4106 3.1093 -2.6914 -9.23 -2.71 7.41
C 1.8069 -1.3965 1.7616 1.84 -3.03 -1.75
C 1.0701 -2.7925 1.2355 3.63 -0.57 -0.20
C 1.9457 -4.1080 0.6970 2.18 2.93 1.20
C -4.1959 1.9526 1.5731 3.79 -0.34 -1.35
C 2.9775 4.0764 1.2249 0.32 0.96 0.84
C 3.4451 -1.3588 1.7206 -1.98 -3.10 -1.17
C -5.1178 1.2145 0.4417 -1.19 1.14 0.26
C -2.4696 -0.4515 -1.4567 4.62 -4.02 -2.77
C -2.7950 -3.9730 -2.8413 0.07 0.07 -0.28
C -2.7233 2.1105 1.4401 -4.30 -0.07 0.51
C -1.8239 1.5491 0.1447 -1.08 0.79 2.30
C 0.6244 1.4001 0.4812 3.17 0.54 0.05
C -1.3997 2.7862 -1.8826 5.37 0.12 -5.08
C 4.3149 -2.6735 1.1745 -3.52 -0.68 0.14
C 3.7121 0.5268 -1.0929 -3.66 -6.21 -2.82
C 2.6147 1.7152 -1.3547 0.08 0.69 -0.27
C 0.8099 -0.2179 2.3080 -4.27 -2.01 4.75
C 1.9339 2.3355 0.0138 -0.68 1.12 -0.81
C -1.9828 -0.0362 0.0894 -1.55 -1.50 -1.34
C 3.6082 -4.0842 0.6624 -2.75 4.13 1.67
H -6.2631 1.3585 0.7454 2.62 -0.34 -0.57
H -3.1970 -3.0621 -3.2917 0.19 0.12 0.20
H 1.7226 1.3323 -2.0479 2.13 0.43 1.59
H 3.3314 4.5895 0.2304 -0.69 -1.20 1.73
H -3.0712 -5.0453 -4.4328 -0.20 -0.11 0.56
H -1.0872 -0.7303 0.3324 -1.33 1.62 -0.48
H -1.7058 -3.9854 -2.9284 0.00 0.29 0.17
H -3.0744 -4.0087 -1.7857 0.00 -0.09 -0.16
H 4.2502 -5.0231 0.3043 -1.62 2.43 0.89
H 0.7461 0.4072 -0.1304 -0.87 1.68 1.35
H -4.9597 0.0585 0.3370 0.00 2.30 0.20
H 1.5063 3.4040 -0.2995 0.58 -2.55 0.45
H 3.7556 4.3926 2.0612 -1.60 -1.14 -1.73
H -5.0062 1.8047 -0.5855 0.01 -1.53 2.17
H -0.1025 -2.9350 1.2341 2.72 0.57 0.12
H -2.8761 -0.3924 0.7977 2.10 1.07 -1.44
H -3.5000 -0.1535 -1.9225 1.84 -0.41 1.10
H 5.4927 -2.6352 1.1819 -2.73 0.12 0.02
H 1.4091 -5.1167 0.3544 1.11 2.67 0.87
H 1.9353 4.5324 1.5402 1.99 -1.03 -0.67
H 3.1145 2.6009 -1.9792 -0.81 -1.95 1.60
H 4.0068 -0.3984 2.0985 -1.24 -2.19 -0.87
```
Positions in Å, forces in eV/Å.

C15H22N2O3 | ωB97M-V/def2-TZVPD

- total charge = 0
- HOMO-LUMO gap (Eh) = 0.36555
- ΔE to the lowest compared entry with this formula, charge and spin (kJ/mol) = 158.9
- SMILES = CC[C@H](C)[C@H](NC(=O)[C@@H](N)Cc1ccccc1)C(=O)O

```
42
Properties=species:S:1:pos:R:3:forces:R:3
O 3.8021 -0.5335 -0.8959 -0.76 -0.90 0.49
O 0.0692 -2.1698 -1.5372 0.44 -0.71 -1.08
O 2.9910 -2.0985 0.4917 -0.78 0.24 -0.04
N 0.4724 -1.1126 0.4248 0.51 0.03 -0.14
N -2.0128 -2.2205 1.5067 0.17 1.40 2.25
C -3.4295 1.9843 0.7407 -1.31 0.54 1.36
C -2.8354 -1.5264 -0.6624 1.90 1.75 -1.09
C -2.5779 2.7620 -0.0203 0.24 0.91 -0.26
C 1.4988 1.1201 0.6069 -1.16 -1.00 0.46
C 1.4831 -0.2629 -0.1830 0.07 1.49 -1.24
C -1.6942 -2.2507 0.1388 -0.89 -2.17 -2.89
C 3.5239 2.3620 -0.3688 -0.95 -0.36 -2.01
C 2.0590 0.9102 2.0391 -0.05 0.88 -0.65
C -2.7192 0.0403 -0.4946 -1.28 -2.15 0.57
C -1.8060 2.1870 -1.0202 0.44 -0.07 -0.74
C -0.2690 -1.9011 -0.4272 -2.02 1.40 1.70
C 1.9945 2.3338 -0.1588 1.47 0.66 1.27
C 2.8721 -0.9750 -0.2678 -0.34 0.25 0.10
C -1.8927 0.8324 -1.2753 -0.21 -0.03 0.37
C -3.5308 0.6021 0.5021 0.68 0.84 -0.06
H -1.2154 -2.4727 2.0697 0.05 -0.34 0.30
H -1.3437 0.4397 -2.1123 0.19 -0.40 -0.09
H -0.0777 -0.6028 1.0941 -0.30 -0.17 0.35
H 1.0880 0.0453 -1.2251 1.13 -0.84 1.27
H -2.3458 -1.3120 1.9042 0.38 -0.88 -0.92
H -4.0533 2.5470 1.5376 0.98 -1.34 -1.38
H 3.8194 3.2855 -0.8948 -0.10 -0.36 0.16
H 1.6013 0.0362 2.4895 0.08 -0.26 0.08
H 1.8609 1.7595 2.7480 0.40 -0.58 -0.91
H -3.8112 -1.8713 -0.3437 -0.01 -0.13 0.17
H 3.7669 1.4662 -1.0048 0.16 1.24 0.73
H 2.1175 -2.3398 0.9070 0.97 0.62 -0.66
H -1.1183 2.7059 -1.7031 -0.51 0.40 0.64
H 4.0519 2.3230 0.5461 0.63 -0.14 0.99
H -1.7918 -3.3411 -0.2012 0.13 1.19 0.40
H -4.2079 -0.0431 1.0651 0.15 0.30 -0.10
H -2.5702 3.8515 0.1190 0.13 -0.55 0.06
H 1.5250 2.4273 -1.1088 -0.59 -0.21 -0.88
H -2.6951 -1.7421 -1.7447 -0.15 -0.06 0.71
H 3.1233 0.7341 1.8755 0.11 0.03 0.72
H 0.4195 1.3006 0.6939 -0.08 0.02 0.11
H 1.6821 3.2398 0.4039 0.10 -0.48 -0.12
```
Positions in Å, forces in eV/Å.

C20H27BrNO2PV | ωB97M-V/def2-TZVPD

- total charge = 0
- multiplicity = 4
- <S²> = 3.76
- HOMO-LUMO gap (spin up / spin down) (Eh) = 0.27757 / 0.26679
- ΔE to the lowest compared entry with this formula, charge and spin (kJ/mol) = 0.0

```
53
Properties=species:S:1:pos:R:3:forces:R:3
Br 0.5464 3.2221 3.0056 0.09 0.25 -0.04
V -0.4040 -0.4482 0.0850 4.26 1.52 4.26
P 1.8293 -1.0104 -0.6204 0.09 1.67 -0.16
O -1.3529 0.2533 1.9570 1.19 -0.21 -0.48
O 0.8931 0.0036 2.0550 -1.03 -0.30 -0.70
N -1.9319 -1.5875 -2.3189 -2.38 -0.17 -1.18
C -0.3173 1.4461 6.6910 0.33 0.47 -0.59
C 2.1409 -2.0342 -2.0752 0.29 -0.35 -0.10
C -2.6619 -2.7873 -2.0600 0.16 -0.66 0.23
C -1.3572 -1.3513 -3.5991 0.08 -0.28 -0.42
C 3.0278 -1.5334 0.6362 -0.15 -0.30 0.12
C 0.0838 2.3738 5.7132 -0.16 -0.58 -0.39
C 2.4868 0.6912 -1.0920 0.51 -0.52 0.54
C -0.6935 -0.2286 4.9875 0.17 1.04 0.06
C -0.9906 1.7504 -1.8758 0.81 1.11 -0.59
C -0.7205 0.1706 6.3279 -0.07 -0.51 -0.37
C -0.2886 0.7004 4.0232 0.24 -0.08 -0.79
C -0.2229 0.2818 2.5545 -1.03 0.43 1.00
C 0.1018 1.3492 -1.1078 -0.21 -2.09 0.27
C -2.2124 0.8955 -1.7536 -0.45 -0.24 0.64
C 0.4961 3.1467 -3.1766 -0.11 0.37 0.33
C 1.3857 1.5850 -1.5697 0.23 1.20 -0.26
C -1.7735 -0.5738 -1.3738 -1.02 0.46 -1.62
C 1.6032 2.5857 -2.5383 -0.36 -0.84 0.04
C -0.8063 2.7444 -2.8548 -0.18 -0.54 0.05
C 0.0743 2.0110 4.3576 -0.27 -1.00 1.35
H -2.1878 -0.8755 -0.3869 -0.74 -0.16 -0.78
H 2.9777 -0.8315 1.4799 -0.03 -0.24 -0.32
H 3.2273 -2.0697 -2.2495 -0.36 -0.07 -0.11
H -3.4900 -2.6312 -1.3354 0.40 -0.03 -0.54
H 0.6489 3.8794 -3.9618 -0.02 0.03 0.10
H 4.0355 -1.5489 0.2025 -0.20 -0.05 0.11
H -0.9955 -1.2176 4.6580 0.04 0.09 0.18
H -1.6806 3.1354 -3.3943 0.50 -0.18 0.01
H 0.4229 3.3585 5.9852 -0.04 0.19 0.13
H -1.9819 -3.5508 -1.6283 -0.43 -0.06 -0.05
H -1.0483 -0.5436 7.0773 0.08 0.14 0.01
H -0.5861 -0.6917 -1.4502 -0.73 0.90 -0.86
H 2.9975 1.0422 -0.1800 -0.17 0.06 -0.22
H -1.0347 -1.9799 0.2799 1.15 -1.37 0.38
H 2.7463 -2.5319 0.9946 0.23 0.18 -0.02
H 1.7618 -3.0480 -1.8779 0.16 0.24 -0.17
H -0.2749 1.7317 7.7353 -0.10 0.01 -0.06
H 3.2508 0.5209 -1.8586 0.04 0.18 0.04
H 2.6208 2.8265 -2.8315 -0.14 0.06 -0.19
H -2.7956 0.8852 -2.6767 0.03 -0.06 0.01
H -1.8474 -1.9678 -4.3570 -0.09 0.19 0.01
H -2.8821 1.2628 -0.9572 0.16 -0.15 -0.19
H 0.2989 -2.0498 -0.1520 -1.33 0.32 0.59
H -0.3131 -1.6479 -3.6141 0.58 -0.03 -0.15
H 1.6298 -1.6259 -2.9570 0.20 -0.06 0.29
H -3.0420 -3.1873 -3.0182 -0.09 0.12 0.54
H -1.3940 -0.2994 -3.9033 -0.12 -0.11 0.06
```
Positions in Å, forces in eV/Å.

C28H40AlN4O12P2S2 | ωB97M-V/def2-TZVPD

- total charge = -1
- HOMO-LUMO gap (Eh) = 0.21898

```
89
Properties=species:S:1:pos:R:3:forces:R:3
S 3.8569 -2.4829 2.4100 0.69 0.04 -0.07
S 1.4136 4.8303 3.6015 0.47 0.68 -0.02
P 6.1953 1.1277 4.3209 0.17 -0.26 0.24
P 4.7514 1.3648 2.7206 0.20 0.16 -0.37
Al 3.1650 -0.3765 2.9315 -1.65 -0.18 -0.58
O 5.4565 0.4694 5.6890 1.03 1.42 -0.85
O 6.6947 2.6559 4.8043 -0.91 -1.35 0.12
O 4.4787 -1.2987 -4.4196 -0.44 -0.26 -0.11
O 1.9297 -0.0104 1.5844 -0.09 0.72 1.03
O 7.3300 0.3006 3.8340 -0.76 0.86 0.74
O -2.0431 1.8539 -5.3645 -0.27 0.00 0.02
O 2.6325 6.7099 5.2648 0.47 0.07 -0.26
O -3.7904 3.1168 -5.3458 0.06 -0.23 0.00
O 1.9404 -0.1763 4.3219 0.06 -0.06 -0.73
O -1.4756 -4.6757 -2.6849 -0.29 0.01 -0.02
O -3.2260 -3.4178 -2.6655 0.11 -0.39 0.15
O 2.2996 -1.2382 -5.0329 0.72 0.72 0.48
N 3.4472 6.7563 3.1883 -1.91 -1.73 0.98
N -3.2425 2.0312 -5.2601 0.24 0.28 -0.06
N 4.1301 7.6794 3.9224 -0.96 0.13 2.75
N -2.6734 -4.5027 -2.5771 0.34 0.27 0.00
C 3.7660 0.8643 -5.1191 -0.44 -0.43 -0.79
C -5.4623 1.0168 -4.9059 -0.19 0.15 0.00
C 1.2901 3.1297 5.9268 -0.37 -0.44 0.79
C -5.0877 -7.8835 -1.7902 -0.01 -0.02 0.00
C -0.2960 -0.1304 -2.3941 1.24 -0.29 -0.41
C -5.6758 -6.6342 -1.9452 0.16 -0.09 -0.01
C -2.9167 -6.9223 -2.1757 0.21 -0.11 0.00
C -0.8699 -0.2497 0.1877 0.81 0.18 0.43
C 0.6828 0.0773 2.2823 0.03 -1.35 0.57
C 1.0286 0.7172 3.6875 0.99 1.73 -1.16
C -0.5830 0.5625 1.5116 -0.64 -0.13 0.02
C -4.8872 -5.5239 -2.2103 -0.18 0.14 -0.01
C 0.6055 4.3335 5.1754 0.64 0.37 1.50
C -5.6731 -1.3446 -4.4954 0.01 0.05 -0.01
C 1.5769 -1.3691 -3.7876 -1.14 0.73 0.72
C -0.1033 1.3804 4.5338 -0.47 -1.29 0.48
C -3.7110 -8.0280 -1.9079 -0.15 0.12 -0.01
C -4.2970 -1.4937 -4.6092 -0.24 0.12 -0.17
C 0.9942 0.0299 -3.3274 0.25 0.00 0.80
C 3.6388 7.6378 5.1618 0.71 -0.04 -2.39
C -4.0874 0.8579 -5.0098 -0.33 -0.48 0.13
C -3.4985 -0.3905 -4.8695 0.25 -0.06 -0.02
C 0.3980 1.8143 5.9554 0.19 0.41 -0.32
C 2.5610 6.1632 4.0081 1.03 0.93 -0.41
C -6.2562 -0.0918 -4.6479 0.16 -0.09 0.01
C -3.5125 -5.6776 -2.3189 -0.35 -0.46 0.13
C 0.1847 0.1103 -0.9188 -0.27 -0.98 -0.38
C 3.5516 -0.6598 -4.8307 0.84 0.72 0.23
H -2.4273 -0.5215 -4.9550 -0.05 0.21 0.01
H 4.9209 -2.3079 1.5495 -0.77 0.24 0.70
H 1.7988 0.4949 -2.6885 -0.77 -0.21 -0.64
H 0.4737 -1.0076 2.5219 -0.47 0.74 0.11
H -0.6312 -1.1927 -2.5574 -0.07 0.94 0.47
H -6.2947 -2.2081 -4.2856 0.03 0.05 -0.02
H -5.9243 1.9887 -5.0197 0.22 0.01 -0.01
H -1.9357 -0.1291 -0.1447 0.92 0.22 0.17
H 2.3295 2.9410 5.5686 -0.87 0.05 -0.02
H 2.2140 -1.7897 -2.9673 -0.33 0.27 -0.85
H 0.8251 0.7406 -4.1712 0.02 -0.87 0.34
H 3.4242 1.4568 -4.2363 0.04 -0.46 -0.83
H -1.4613 0.3559 2.1923 0.88 0.26 -0.42
H 5.9927 0.7305 6.4625 -0.23 -0.34 -0.32
H -3.2562 -9.0036 -1.7877 0.01 0.08 -0.01
H -6.7497 -6.5259 -1.8554 0.07 0.04 -0.01
H -3.8469 -2.4674 -4.4919 0.01 0.13 -0.05
H -7.3302 0.0205 -4.5614 0.07 0.04 -0.01
H -5.3534 -4.5540 -2.3263 0.22 0.02 0.01
H 0.9807 0.9690 6.3998 -0.34 0.72 -0.46
H -5.7053 -8.7482 -1.5754 0.04 0.05 -0.02
H -1.8451 -7.0442 -2.2656 -0.06 0.21 -0.01
H 3.9863 2.5618 2.9592 0.33 -0.49 0.55
H -0.9471 0.6368 4.6401 0.71 0.64 0.12
H 4.8483 1.0902 -5.2954 -0.94 -0.53 0.34
H 1.0607 -0.5771 -0.7547 -0.71 0.81 -0.08
H -0.5566 2.2393 3.9640 0.61 -0.77 0.39
H 1.6992 1.5957 3.4050 -0.87 -0.25 -0.04
H -1.1178 0.5519 -2.7266 0.64 -0.46 0.37
H -0.4736 4.1073 4.9964 0.95 0.38 -0.21
H 3.2141 1.1328 -6.0587 0.23 0.02 1.06
H -0.7537 -1.3415 0.4392 -0.13 0.92 -0.26
H -0.6179 1.6653 1.3066 0.30 -0.79 0.05
H 0.6041 1.1450 -0.8378 -0.60 -0.73 0.12
H 3.9817 8.2606 6.0047 -0.59 -0.73 -0.52
H -0.4495 2.0160 6.6712 0.56 -0.18 -0.87
H 0.7213 -2.0685 -3.9373 0.81 0.40 -0.30
H 1.3881 3.4238 7.0116 0.05 -0.13 -1.02
H 5.9090 3.1272 5.1372 0.37 -0.07 -0.20
H 0.6740 5.2222 5.8603 -0.30 -0.71 -0.80
```
Positions in Å, forces in eV/Å.